<w>
Entry from the Open Molecules 2025 dataset: a structure of composition FH2IP2 (ωB97M-V/def2-TZVPD).

Multiplicity = 3
E_HOMO (spin up / spin down) = -7.370 / -9.550 eV
Lowest unoccupied orbital energy (spin up / spin down) = -0.77 / -3.13 eV
<S²> = 2.007

CARTESIAN COORDINATES (ANGSTROEM)
F: -0.07552 -1.71963 1.04169
P: -1.07439 -0.43661 1.21016
P: 0.26840 0.94522 0.51917
I: -1.12674 2.94632 0.86528
H: 0.82186 -0.89710 -1.44773
H: 1.18639 -0.83819 -2.18857

***

<x>
Entry from the Open Molecules 2025 dataset: a structure of composition FH2IP2 (ωB97M-V/def2-TZVPD).

Multiplicity = 3
E_HOMO (spin up / spin down) = -7.314 / -9.649 eV
Lowest unoccupied orbital energy (spin up / spin down) = -0.72 / -3.15 eV
<S²> = 2.007

CARTESIAN COORDINATES (ANGSTROEM)
F: -0.36675 -2.55584 -0.42354
P: -0.78040 -1.01307 0.08988
P: -0.57591 0.03561 -1.64379
I: -1.14700 2.11055 -0.52284
H: 1.25312 0.69605 1.58420
H: 1.61694 0.72669 0.91609

***

The energy of each structure relative to the most stable one, in kJ/mol, is as follows: <w> 6.2; <x> 0.0.

***

<w>
Entry from the Open Molecules 2025 dataset: the ion C2H8N3 with charge +1 (ωB97M-V/def2-TZVPD).

Total charge = +1
E_HOMO = -12.958 eV
Lowest unoccupied orbital energy = -3.28 eV

CARTESIAN COORDINATES (ANGSTROEM)
C: -0.58826 0.88667 0.39494
C: 0.02137 -0.40220 0.64572
N: 0.11675 0.29030 -0.66348
N: 1.49749 0.66434 -0.87442
N: -1.04360 -1.44073 0.51435
H: -1.68289 1.22469 0.15593
H: -0.14095 1.71255 1.02045
H: 1.78412 1.64994 -0.74663
H: 2.01149 0.17000 -1.74020
H: 2.02726 0.20488 0.05871
H: -0.70262 -2.22784 -0.09630
H: -1.80096 -1.05938 0.02656
H: -1.18089 -1.71561 1.61548

***

<x>
Entry from the Open Molecules 2025 dataset: the ion C2H8N3 with charge +1 (ωB97M-V/def2-TZVPD).

Total charge = +1
E_HOMO = -15.062 eV
Lowest unoccupied orbital energy = -3.24 eV
Structure (SMILES) = CNC(N)=[NH2+]

CARTESIAN COORDINATES (ANGSTROEM)
C: -1.67163 1.04103 0.14134
N: -0.25256 0.87264 -0.21688
C: 0.44859 -0.25744 -0.06199
N: 1.76149 -0.36463 -0.45584
N: -0.14343 -1.29077 0.55119
H: -1.92385 0.70969 1.06227
H: -2.24496 0.36635 -0.55316
H: -2.04200 2.05589 0.07348
H: 0.20359 1.79161 -0.44317
H: 2.05233 0.25560 -1.22142
H: 2.41658 -1.07076 0.02529
H: 0.49064 -2.03464 0.73118
H: -1.17252 -1.29594 0.70014

***

The energy of each structure relative to the most stable one, in kJ/mol, is as follows: <w> 554.7; <x> 0.0.

***

<w>
Entry from the Open Molecules 2025 dataset: a cluster of 2 separate species, C2H6O2S2 in total (ωB97M-V/def2-TZVPD).

E_HOMO (spin up / spin down) = -8.478 / -8.887 eV
Lowest unoccupied orbital energy (spin up / spin down) = -1.35 / -2.75 eV

CARTESIAN COORDINATES (ANGSTROEM)
C: 2.80820 0.56703 -0.04210
C: -2.80104 1.49333 1.04176
O: -0.17536 1.38066 0.10016
O: -2.01810 0.41230 -1.25329
S: 4.23062 1.68783 0.39079
S: -1.57397 1.51717 -0.44469
H: 2.79942 -0.41497 0.39679
H: 2.93718 0.69827 -1.17441
H: 1.86791 1.12062 0.19553
H: -2.61751 2.25907 1.75581
H: -3.58743 1.66564 0.38301
H: -2.95597 0.34745 1.25334

***

<x>
Entry from the Open Molecules 2025 dataset: a cluster of 2 separate species, C2H6O2S2 in total (ωB97M-V/def2-TZVPD).

E_HOMO = -8.976 eV
Lowest unoccupied orbital energy = 0.58 eV
Structure (SMILES) = O=CO.CSS

CARTESIAN COORDINATES (ANGSTROEM)
O: 2.63169 -1.96507 -1.83075
C: 2.38210 -1.14184 -0.98995
O: 2.44854 -1.29159 0.31989
H: 2.14342 -0.13199 -1.34982
H: 2.75168 -2.19663 0.53136
C: -1.47976 0.94013 1.45663
S: -2.03754 -0.08855 0.07412
S: -2.90029 1.18725 -1.19799
H: -2.26128 1.53027 1.92803
H: -0.97348 0.26769 2.14196
H: -0.76098 1.65979 1.05922
H: -1.94411 1.23052 -2.14268

***

The energy of each structure relative to the most stable one, in kJ/mol, is as follows: <w> 378.8; <x> 0.0.

***

<w>
Entry from the Open Molecules 2025 dataset: a structure of composition C9H17N2O (ωB97M-V/def2-TZVPD).

Total charge = +1
E_HOMO = -14.514 eV
Lowest unoccupied orbital energy = -5.43 eV

CARTESIAN COORDINATES (ANGSTROEM)
C: -0.06018 -1.88255 1.21393
C: 0.02883 -1.84975 2.71014
C: -1.85338 1.34839 0.99440
C: -2.08191 -0.58890 -0.47752
C: 2.62886 0.18965 -0.69782
C: 0.95889 0.75492 -2.50393
C: -1.31072 0.63795 -0.20864
C: 1.23474 0.05043 -1.24427
C: 0.18640 0.52459 -0.20763
N: 0.67138 -0.60385 2.53248
N: 0.46495 -0.72959 1.10060
O: -0.33638 -2.50034 3.65069
H: -0.28114 -2.71345 0.52703
H: -2.64154 1.92195 0.55139
H: -1.12005 1.97177 1.60562
H: -2.27786 0.74328 1.70588
H: -2.15570 -1.26764 0.38500
H: -3.09255 -0.28260 -0.75535
H: -1.69361 -1.13944 -1.33982
H: 2.86498 1.25860 -0.45321
H: 3.32366 -0.35935 -1.37617
H: 2.59601 -0.28446 0.23706
H: 1.83992 0.72834 -3.17420
H: 0.83050 1.79442 -2.30383
H: 0.08870 0.34793 -3.06781
H: -1.60788 1.30213 -1.03549
H: 0.98559 -1.07841 -1.57549
H: 0.67846 1.48381 0.19208
H: 1.13105 0.22215 3.01490

***

<x>
Entry from the Open Molecules 2025 dataset: the ion C9H17N2O with charge +1 (ωB97M-V/def2-TZVPD).

Total charge = +1
E_HOMO = -11.792 eV
Lowest unoccupied orbital energy = -4.13 eV
Structure (SMILES) = C=C([C@H]1C[C@H](O)C=[N+]1C)N(C)C

CARTESIAN COORDINATES (ANGSTROEM)
C: 0.77806 1.63704 0.85516
C: -0.17372 1.00377 0.13666
C: 0.20318 -0.34433 -0.83381
C: 1.45822 -0.34257 -1.61529
C: 2.50024 -1.07380 -0.80834
O: 3.10316 -2.06298 -1.55698
C: 1.57841 -1.77579 0.29692
N: 0.40244 -1.33868 0.10591
C: -0.75342 -1.82326 0.79068
N: -1.46779 1.09503 0.37332
C: -1.82209 1.49601 1.69351
C: -2.38844 1.43373 -0.63075
H: 0.74267 2.54014 1.43916
H: 1.75903 1.35250 1.06813
H: -0.65584 -0.39139 -1.57943
H: 1.92156 0.59757 -1.83648
H: 1.35805 -0.96155 -2.52043
H: 3.17721 -0.51962 -0.11986
H: 3.54939 -1.67119 -2.28085
H: 1.80551 -2.35461 1.13976
H: -1.58923 -1.12109 0.67084
H: -0.59862 -2.07237 1.84928
H: -0.96738 -2.74341 0.32140
H: -1.00682 1.05329 2.25478
H: -1.88283 2.59477 1.70791
H: -2.81210 1.11956 1.83456
H: -2.08429 1.42237 -1.64908
H: -3.37918 0.84027 -0.60369
H: -2.75538 2.41058 -0.50300

***

The energy of each structure relative to the most stable one, in kJ/mol, is as follows: <w> 137.4; <x> 0.0.